No. 1
Density functional theory data (wB97M-V/def2-TZVPD) for the ion C8H11N2 with charge +1.

XYZ file:
```
21
Properties=species:S:1:pos:R:3:forces:R:3
C -0.83189 2.23830 0.07665 1.5 4.3 -1.9
C -0.33493 0.94827 -0.16301 2.9 -1.5 -1.4
N 0.91579 0.60365 0.17460 -0.2 -0.1 -1.4
C 1.82250 1.34665 0.84924 -0.7 0.6 0.4
N 2.40508 2.09304 1.49984 0.3 -0.2 -0.1
C 1.17507 -0.84833 -0.19718 0.7 -0.2 1.4
C 0.33746 -1.47687 0.94411 -0.7 -0.2 0.3
C -1.11179 -1.26431 0.36068 0.4 0.9 2.5
C -0.91402 -0.25494 -0.79024 -1.4 0.0 -1.6
C 0.27781 -0.94979 -1.43256 2.2 0.2 -2.8
H -1.51417 2.12781 0.82862 -2.1 0.2 2.3
H -1.27691 2.93625 -0.71758 0.0 -2.0 0.4
H -0.01113 2.94328 0.34447 -0.4 -0.8 0.7
H 2.27308 -1.14702 -0.14185 -1.5 0.8 -0.5
H 0.42696 -0.90335 1.94023 0.3 -1.3 -1.5
H 0.57154 -2.55616 1.00605 -0.2 0.6 0.5
H -1.42167 -2.17574 -0.01593 -0.8 -1.7 -1.1
H -1.81180 -1.05139 1.18638 0.1 0.5 -0.6
H -1.72726 -0.09447 -1.56236 0.6 0.0 1.5
H -0.03319 -1.95725 -1.72057 0.3 -0.1 0.4
H 0.78347 -0.55763 -2.46959 -1.4 -0.2 2.8
```
Forces are in eV/Å.

Results
Lowest unoccupied orbital energy, Eh: -0.1926
Spin multiplicity: 1
Energy above the lowest of the compared OMol25 structures with the same formula, charge and spin, kJ/mol: 239.11
Charge: +1
Max |F|, hartree/bohr: 0.0965
SMILES: CC1=[N+](C#N)[C@H]2CC[C@@H]1C2
Kohn-Sham gap, eV: 10.316


No. 2
Density functional theory data (wB97M-V/def2-TZVPD) for a cluster of 14 separate species, ClH26O17 in total.

XYZ file:
```
44
Properties=species:S:1:pos:R:3:forces:R:3
Cl 0.14334 0.23491 -1.21916 2.0 0.6 -0.1
O 0.73234 1.59491 -1.14816 -1.5 -2.5 -0.8
O 1.23334 -0.78509 -1.17716 -2.2 1.9 -0.4
O -0.71166 0.03891 -0.03216 0.2 0.1 -1.7
O -0.64766 0.06691 -2.50216 1.3 0.5 2.3
O -0.83766 0.36691 3.06784 1.8 1.8 0.0
H -1.47566 0.72391 2.47184 -0.7 0.1 -0.3
H -1.17666 -0.40609 3.42484 -1.1 -2.3 0.8
O -0.77966 3.16491 1.53384 0.0 0.1 -0.4
H -0.71666 3.33091 0.57584 0.1 0.1 0.5
H -1.55966 2.57391 1.60084 1.1 0.6 -0.1
O -3.18766 -0.97309 0.79984 0.6 -0.3 0.3
H -3.66166 -0.42609 0.18284 -0.4 -0.1 -0.7
H -2.32466 -1.12809 0.35984 -0.6 0.1 0.3
O 1.60234 1.22691 1.71784 0.2 -0.7 -0.6
H 0.72834 1.49891 1.39784 0.2 0.5 0.5
H 1.57834 0.27591 1.50284 -0.2 0.2 0.7
O -0.18666 -3.10709 -2.42016 -0.3 -0.9 -0.7
H -0.68766 -2.37509 -2.82216 0.2 -0.4 0.3
H -0.55666 -3.92009 -2.83816 0.3 1.0 0.5
O 2.23234 3.63191 0.13384 3.5 1.2 1.5
H 3.02634 3.05091 0.31084 -1.5 0.9 0.0
H 1.69034 3.06991 -0.34016 -1.9 -1.8 -1.4
O 3.54334 -2.24409 -1.39316 -1.8 0.5 -1.7
H 2.86534 -1.52209 -1.55816 1.0 -1.4 -0.2
H 3.93134 -1.89109 -0.61616 1.1 0.5 1.5
O -1.55466 3.77991 -1.14616 -1.2 1.2 0.3
H -1.77966 2.99791 -1.62116 0.3 -1.3 -0.7
H -2.44866 4.16191 -1.02716 0.9 0.1 0.2
O 1.66334 -3.82209 0.01684 -1.6 -1.3 1.1
H 2.33634 -3.34409 -0.41716 1.9 1.1 -1.3
H 0.90234 -3.67209 -0.55416 -0.2 0.0 -0.2
O 0.92934 -1.66109 1.51084 1.7 -1.6 0.9
H 1.29834 -2.52809 1.16084 -0.4 1.0 0.5
H 0.25334 -1.48509 0.88784 -1.1 0.6 -0.8
O -2.61466 -1.67409 -2.29316 -0.9 -0.1 -0.2
H -3.33466 -1.29909 -2.81916 0.3 -0.1 0.1
H -1.97166 -0.95309 -2.19716 0.1 0.2 -0.2
O -2.81366 1.68691 1.74484 -0.1 0.1 1.2
H -3.10466 1.13091 1.06384 -0.3 -1.8 -1.4
H -3.43966 2.38091 1.75384 -1.0 1.4 0.4
O 3.92034 -0.63409 0.71484 2.2 -0.4 0.7
H 3.93134 -0.69309 1.67484 0.1 0.0 0.0
H 3.03034 -0.44509 0.53284 -2.2 0.6 -0.5
```
Forces are in eV/Å.

Results
Lowest unoccupied orbital energy, Eh: 0.0694
Spin multiplicity: 1
Energy above the lowest of the compared OMol25 structures with the same formula, charge and spin, kJ/mol: 129.89
Charge: -1
Max |F|, hartree/bohr: 0.0779
Kohn-Sham gap, eV: 8.579


No. 3
Density functional theory data (wB97M-V/def2-TZVPD) for the molecule C5H9N3.

XYZ file:
```
17
Properties=species:S:1:pos:R:3:forces:R:3
H 1.98350 -0.23039 2.07501 0.1 0.2 -0.1
N 1.03986 -0.20146 1.69865 -0.2 -0.5 0.6
C 0.88281 0.57466 0.71605 -0.1 0.3 -0.1
N 1.84029 1.33729 0.10586 0.3 0.2 -0.3
C -0.45993 0.66537 0.06803 -0.1 -0.1 0.2
C -1.50094 1.21527 0.67242 0.1 -0.1 0.0
C -0.51448 0.10436 -1.30609 -0.1 0.3 -0.3
N -0.58392 -1.09808 -1.65257 0.0 -0.1 -0.7
C -0.65497 -2.15784 -0.69241 -0.2 -0.3 0.5
H 2.74320 1.42018 0.53930 0.0 0.0 0.0
H 1.59122 2.04373 -0.56826 0.0 -0.1 0.2
H -2.46900 1.24899 0.20314 -0.2 0.0 -0.2
H -1.42607 1.61431 1.66872 0.1 0.1 0.2
H -0.46715 0.83094 -2.11264 0.0 0.2 -0.2
H 0.26972 -2.73986 -0.76323 -0.1 0.0 0.1
H -0.79110 -1.81188 0.34499 0.0 -0.2 -0.2
H -1.48301 -2.81558 -0.99703 0.3 0.1 0.2
```
Forces are in eV/Å.

Results
Lowest unoccupied orbital energy, Eh: 0.0313
Spin multiplicity: 1
Energy above the lowest of the compared OMol25 structures with the same formula, charge and spin, kJ/mol: 158.88
Max |F|, hartree/bohr: 0.0162
SMILES: [H]/N=C(\N)C(=C)/C=N\C
Kohn-Sham gap, eV: 10.126


No. 4
Density functional theory data (wB97M-V/def2-TZVPD) for the molecule C4H5N3.

XYZ file:
```
12
Properties=species:S:1:pos:R:3:forces:R:3
C 1.22578 -0.14919 1.11978 0.1 -0.1 0.1
N 0.37233 0.70812 0.28958 0.1 0.0 -0.1
C -0.82589 0.08078 -0.21983 -0.1 0.0 0.0
C -1.58329 1.04522 -1.04472 -0.5 0.7 -0.5
N -2.15245 1.81857 -1.68672 0.6 -0.8 0.6
C -0.56665 -1.15430 -1.01583 0.2 -0.9 -0.5
N -0.29440 -2.11949 -1.59061 -0.3 0.9 0.6
H 1.18676 0.16187 2.16673 -0.1 0.0 -0.1
H 2.26096 -0.07855 0.78106 -0.1 0.0 0.1
H 0.95140 -1.20982 1.05985 0.0 0.2 0.0
H 0.89542 1.10645 -0.47955 0.0 0.0 0.0
H -1.46998 -0.20966 0.62027 0.1 0.0 -0.1
```
Forces are in eV/Å.

Results
Lowest unoccupied orbital energy, Eh: 0.0215
Spin multiplicity: 1
Energy above the lowest of the compared OMol25 structures with the same formula, charge and spin, kJ/mol: 189.74
Max |F|, hartree/bohr: 0.0227
SMILES: CNC(C#N)C#N
Kohn-Sham gap, eV: 11.039